1.
Computed, not measured: a 3-piece molecular cluster, H5O3 overall, with ωB97M-V with the def2-TZVPD basis set.

Cartesian coordinates (Å):
O1 1.4884 0.7764 0.8623
H1 2.4304 0.5719 0.7399
O2 -1.9157 0.2103 -0.5169
H2 -0.9887 -0.2685 -0.4532
H3 -1.6237 1.1362 -0.5620
O3 0.3290 -0.9817 -0.4524
H4 1.0065 0.0430 0.1994
H5 0.2018 -1.6532 0.2376

The orbital gap comes out at 9.3 eV. As for the total energy: -228.74745 a.u. As for the charge: -1. The value obtained for the energy above the lowest of the compared OMol25 structures with the same formula, charge and spin is 2.2 kcal per mole. The value obtained for the highest occupied orbital energy is -4.335 eV.

Löwdin population analysis, charges in e, atoms 1 to 2:
1 O -0.25
2 H -0.03

2.
Computed, not measured: a 4-piece molecular cluster, C7H20BrNO7P overall at a distorted geometry, with ωB97M-V with the def2-TZVPD basis set.

Cartesian coordinates (Å):
N1 -1.9393 -1.7272 -1.3610
C1 -2.0690 -0.3757 -2.0935
C2 -3.3237 0.4306 -1.4135
C3 -3.5582 1.9566 -2.0155
O1 -4.0943 1.9141 -3.4121
C4 -2.2561 -0.7428 -3.6814
O2 -1.2363 -0.7466 -4.5783
O3 -3.5777 -1.1503 -4.2161
P1 -0.4478 0.5797 -1.6897
O4 0.8065 -0.6706 -1.6278
Br1 0.0563 2.1109 -3.3133
H1 -2.3448 -1.6713 -0.4008
H2 -2.5388 -2.4223 -1.8995
H3 -4.3597 -0.1527 -1.4628
H4 -3.1189 0.5833 -0.2474
H5 -2.5838 2.6173 -2.0187
H6 -4.3781 2.4811 -1.3257
H7 -3.2913 1.8328 -4.0289
H8 0.6601 -1.0950 -0.7301
C5 0.3381 -0.2687 2.3422
O5 -0.4587 0.3668 1.3595
H9 0.0336 -1.3147 2.4246
H10 1.3894 -0.2198 2.0477
H11 0.1949 0.2272 3.3053
H12 -0.1657 1.2925 1.3088
C6 3.9987 1.4443 1.2337
O6 3.5503 0.1125 1.0622
H13 4.5835 1.5065 2.1545
H14 4.6264 1.7305 0.3861
H15 3.1377 2.1132 1.3056
H16 3.0350 0.0883 0.2380
C7 3.1047 -2.1227 3.8767
O7 3.7084 -0.8422 3.8653
H17 3.1370 -2.5217 4.8933
H18 2.0642 -2.0390 3.5535
H19 3.6526 -2.7909 3.2079
H20 3.6649 -0.5139 2.9511

The orbital gap comes out at 6.6 eV. As for the total energy: -3775.43321 a.u. As for the charge: -1. The value obtained for the energy above the lowest of the compared OMol25 structures with the same formula, charge and spin is 95.2 kcal per mole. The value obtained for the highest occupied orbital energy is -4.224 eV.

Löwdin population analysis, charges in e, atoms 1 to 2:
1 N -0.01
2 C -0.57

3.
Computed, not measured: C11H22HgN6O5S2 as an isolated structure at a distorted geometry, with ωB97M-V with the def2-TZVPD basis set.

Cartesian coordinates (Å):
O1 2.9640 1.4585 -1.7840
H1 3.3272 1.9168 -2.5679
Hg1 0.3073 -0.1542 -0.0363
N1 -1.7600 -0.6343 -0.8986
N2 0.4368 -0.4549 -2.2850
O2 -2.9422 -0.8710 -0.2186
O3 1.5308 -0.3161 -3.1169
C1 -1.8262 -1.0286 -2.1620
C2 -0.5790 -1.0657 -2.8761
C3 -3.1241 -1.4839 -2.7187
C4 -0.3738 -1.6418 -4.2224
H2 -3.9766 -0.9116 -2.3311
H3 -3.2955 -2.5403 -2.4614
H4 -3.1016 -1.3950 -3.8125
H5 0.6167 -2.0953 -4.3100
H6 -0.4749 -0.8660 -4.9909
H7 -1.1246 -2.4093 -4.4238
H8 -2.9053 -0.3649 0.6590
H9 2.1297 0.3173 -2.6186
O4 -0.1492 -2.4630 1.2615
H10 -1.0168 -2.8786 1.0882
H11 0.4959 -3.1580 1.0501
C5 2.0551 2.3670 -1.0834
H12 2.2175 2.2782 -0.0042
H13 1.0112 2.1158 -1.3111
H14 2.2743 3.3935 -1.4071
O5 -2.6544 3.3638 0.8088
H15 -2.5187 3.2849 -0.1667
H16 -1.7642 3.6438 1.1203
N3 -2.9714 0.5419 2.0509
C6 -1.8414 0.4353 2.8674
N4 -0.6308 0.4577 2.3825
C7 0.3195 0.3476 3.3760
C8 -0.2015 0.3626 4.6632
S1 -1.9099 0.2612 4.6060
C9 1.6650 0.1778 2.9329
C10 2.8514 0.1986 3.6357
S2 4.2000 -0.1647 2.6298
C11 3.1103 -0.3788 1.2871
N5 1.8569 -0.1017 1.5841
N6 3.4888 -0.7963 0.0358
H17 -3.8199 0.3218 2.5758
H18 -3.0129 1.4658 1.5723
H19 0.4043 0.3662 5.5599
H20 2.9119 0.3952 4.6920
H21 4.4204 -1.2327 0.0389
H22 3.3798 -0.0643 -0.6707

The orbital gap (alpha / beta) comes out at 4.5 / 3.7 eV. As for the total energy: -2086.65292 a.u. The value obtained for the energy above the lowest of the compared OMol25 structures with the same formula, charge and spin is 15.3 kcal per mole. The value obtained for the highest occupied orbital energy (alpha / beta) is -4.227 / -3.466 eV.

Löwdin population analysis, charges in e, atoms 1 to 2:
1 O -0.19
2 H 0.12

4.
Computed, not measured: C34H38N8O3Rb as an isolated structure at a distorted geometry, with ωB97M-V with the def2-TZVPD basis set.

Cartesian coordinates (Å):
Rb1 -0.0930 0.4571 1.2014
C1 -3.1769 2.3358 -1.6863
N1 -1.7635 2.3700 -1.9772
C2 -1.4145 1.6608 -3.1867
C3 -1.0570 0.2025 -2.9995
C4 -1.4893 -0.7572 -3.9026
C5 -1.0137 -2.0553 -3.7755
C6 -0.1266 -2.3461 -2.7563
C7 0.2237 -1.3227 -1.8809
N2 -0.2315 -0.0777 -1.9911
C8 -1.1798 3.6968 -1.8858
C9 -1.1978 4.2451 -0.4819
C10 -2.0509 5.2718 -0.1225
C11 -2.0383 5.7365 1.1884
C12 -1.1724 5.1504 2.0821
C13 -0.3456 4.1232 1.6312
N3 -0.3422 3.6766 0.3820
C14 -3.6630 1.0323 -1.0917
C15 -4.6772 0.3011 -1.6893
C16 -5.1513 -0.8369 -1.0485
C17 -4.6101 -1.1778 0.1746
C18 -3.5997 -0.3785 0.7013
N4 -3.1117 0.6858 0.0732
H1 -3.7805 2.5649 -2.5846
H2 -3.3999 3.1101 -0.9494
H3 -0.5335 2.1424 -3.6199
H4 -2.2103 1.7414 -3.9472
H5 -2.1776 -0.4796 -4.6918
H6 -1.3311 -2.8227 -4.4719
H7 0.2905 -3.3335 -2.6071
H8 0.9046 -1.4993 -1.0587
H9 -1.6694 4.4221 -2.5628
H10 -0.1373 3.6193 -2.1964
H11 -2.7213 5.6920 -0.8626
H12 -2.7058 6.5307 1.4993
H13 -1.1317 5.4380 3.1234
H14 0.3194 3.6228 2.3264
H15 -5.0802 0.6254 -2.6409
H16 -5.9336 -1.4351 -1.4994
H17 -4.9427 -2.0464 0.7279
H18 -3.1590 -0.5952 1.6711
C19 -0.3391 -2.8541 2.3001
N5 -0.3132 -2.9587 0.8412
C20 -1.5334 -3.5790 0.3751
C21 0.9011 -3.5596 0.3727
C22 0.9118 -4.8177 -0.2106
C23 2.0868 -5.4095 -0.6786
C24 3.2737 -4.7133 -0.5196
C25 3.2917 -3.4578 0.0683
C26 2.1181 -2.8089 0.5107
N6 2.0509 -1.5222 0.9364
C27 3.1468 -0.9693 1.5680
C28 3.9045 -1.6580 2.5299
C29 4.8897 -1.0468 3.2885
C30 5.1757 0.2960 3.1056
C31 4.4750 0.9996 2.1314
C32 3.4877 0.3985 1.3566
N7 2.7809 1.1324 0.3548
C33 2.9402 2.5691 0.3853
C34 3.0214 0.6265 -0.9936
H19 -0.4597 -3.8487 2.7586
H20 0.5880 -2.4096 2.6566
H21 -1.1593 -2.2140 2.6258
H22 -1.6786 -4.5979 0.7751
H23 -2.3806 -2.9784 0.7093
H24 -1.5553 -3.6306 -0.7137
H25 -0.0218 -5.3578 -0.2996
H26 2.0656 -6.3908 -1.1347
H27 4.2079 -5.1384 -0.8718
H28 4.2302 -2.9246 0.1637
H29 3.6648 -2.7016 2.6998
H30 5.4140 -1.6224 4.0430
H31 5.9291 0.7951 3.7018
H32 4.7094 2.0428 1.9698
H33 3.9604 2.8980 0.1238
H34 2.2383 3.0126 -0.3212
H35 2.7025 2.9564 1.3775
H36 4.0217 0.9237 -1.3481
H37 2.9417 -0.4576 -0.9993
H38 2.2665 1.0330 -1.6694
O1 -2.1214 2.0419 2.9878
N8 -1.3327 1.1744 3.3785
O2 -0.1389 1.4694 3.6371
O3 -1.6803 -0.0333 3.4133

The orbital gap comes out at 5.3 eV. As for the total energy: -2006.24207 a.u. As for the charge: -1. The value obtained for the energy above the lowest of the compared OMol25 structures with the same formula, charge and spin is 0.0 kcal per mole. The value obtained for the highest occupied orbital energy is -3.208 eV.

Löwdin population analysis, charges in e, atoms 1 to 2:
1 Rb 0.91
2 C -0.13

5.
Computed, not measured: C19H39InN2O4 as an isolated structure at a distorted geometry, with ωB97M-V with the def2-TZVPD basis set.

Cartesian coordinates (Å):
O1 7.7437 0.5077 -5.8265
C1 7.2143 1.5798 -6.0569
O2 7.8585 2.6571 -6.3043
In1 4.8854 1.5927 -6.0511
H1 4.4429 2.5972 -4.6418
H2 4.3599 2.2510 -7.6240
H3 4.3983 -0.1277 -5.8806
C2 1.9421 2.4857 0.1369
C3 1.6346 3.0269 -1.2758
C4 0.4859 4.0415 -1.1887
C5 -0.8668 3.3824 -0.9384
C6 -1.1450 2.3180 -1.9932
C7 -0.0176 1.2834 -2.1313
N1 1.3396 1.9071 -2.2138
O3 1.4964 2.3692 -3.4412
C8 -0.0732 0.2948 -0.9443
C9 -0.3277 0.4003 -3.3525
C10 2.9259 3.7714 -1.6595
H4 2.3119 3.2894 0.7792
H5 1.0771 2.0811 0.6561
H6 2.7137 1.7137 0.1026
H7 0.4276 4.6193 -2.1185
H8 0.6864 4.7668 -0.3939
H9 -0.9040 2.9471 0.0641
H10 -1.6544 4.1417 -0.9692
H11 -2.0847 1.8124 -1.7554
H12 -1.3040 2.8208 -2.9552
H13 0.8279 -0.3215 -0.9028
H14 -0.9210 -0.3861 -1.0386
H15 -0.2112 0.7770 0.0211
H16 -0.4350 0.9785 -4.2721
H17 -1.2714 -0.1291 -3.2090
H18 0.4536 -0.3473 -3.5059
H19 3.7661 3.0794 -1.7485
H20 3.1840 4.5084 -0.8950
H21 2.8339 4.3172 -2.5988
C11 -0.3820 -1.9763 4.2093
C12 -1.5733 -1.4829 3.3574
C13 -2.8712 -1.6456 4.1686
C14 -3.3103 -3.0982 4.2875
C15 -3.4292 -3.7266 2.9065
C16 -2.1566 -3.5681 2.0514
N2 -1.6112 -2.1880 2.0537
O4 -2.4155 -1.4161 1.1834
C17 -1.0768 -4.5605 2.5431
C18 -2.4786 -4.0574 0.6303
C19 -1.2888 0.0169 3.1833
H22 -0.2571 -1.3451 5.0968
H23 -0.4990 -2.9875 4.5946
H24 0.5502 -1.9301 3.6416
H25 -3.6779 -1.0730 3.6989
H26 -2.7454 -1.2232 5.1743
H27 -2.6091 -3.6651 4.9104
H28 -4.2786 -3.1487 4.7982
H29 -3.6801 -4.7901 3.0144
H30 -4.2781 -3.2650 2.3907
H31 -0.1074 -4.3346 2.0938
H32 -1.3313 -5.5885 2.2618
H33 -0.9643 -4.5845 3.6276
H34 -3.3129 -3.5160 0.1837
H35 -2.7661 -5.1153 0.6434
H36 -1.6105 -3.9560 -0.0262
H37 -0.3784 0.1768 2.5980
H38 -1.1453 0.4987 4.1575
H39 -2.1084 0.5430 2.6928

The orbital gap (alpha / beta) comes out at 4.9 / 4.4 eV. Its expectation value of S² is 2.01. The multiplicity is 3. As for the total energy: -1347.73898 a.u. As for the charge: -2. The value obtained for the highest occupied orbital energy (alpha / beta) is -0.499 / -0.500 eV.

Löwdin population analysis, charges in e, atoms 1 to 2:
1 O -0.05
2 C -0.72